Record 1
Here is a structure of composition C39H33BF4KN2P2 at a distorted geometry from the Open Molecules 2025 dataset. Energies are from the ωB97M-V functional and the def2-TZVPD basis.

Frontier orbital gap: 7.05 eV
LUMO energy: 2.2 eV
Net charge: -1
Spin multiplicity: 1

Each line ends with the Löwdin charge.
CARTESIAN COORDINATES (ANGSTROEM)
K: -2.620 -1.185 1.939  0.77
C: 0.309 -0.863 -0.397  -0.30
N: 0.204 0.542 -0.733  -0.17
C: -0.768 1.275 0.046  -0.30
P: -0.247 1.960 1.731  1.12
C: 1.293 1.024 2.006  -0.39
C: 1.256 0.055 3.005  -0.11
C: 2.317 -0.825 3.186  -0.07
C: 3.435 -0.725 2.377  -0.08
C: 3.494 0.251 1.384  -0.08
C: 2.429 1.114 1.195  -0.12
C: 0.295 3.653 1.284  -0.39
C: 1.555 4.167 1.581  -0.10
C: 1.869 5.487 1.285  -0.09
C: 0.928 6.320 0.699  -0.10
C: -0.344 5.829 0.432  -0.09
C: -0.658 4.514 0.735  -0.13
C: 0.993 1.149 -1.691  -0.25
C: 0.887 2.524 -1.958  -0.03
C: 1.682 3.126 -2.919  -0.09
C: 2.607 2.397 -3.651  -0.12
C: 2.719 1.038 -3.393  -0.09
C: 1.934 0.420 -2.434  -0.03
P: -0.794 -2.121 -1.273  1.11
C: -2.155 -1.070 -1.884  -0.40
C: -1.982 0.015 -2.751  -0.12
C: -3.057 0.818 -3.086  -0.07
C: -4.321 0.555 -2.562  -0.06
C: -4.513 -0.527 -1.721  -0.06
C: -3.432 -1.339 -1.396  -0.12
C: 0.182 -2.529 -2.770  -0.39
C: 1.397 -3.192 -2.583  -0.13
C: 2.169 -3.589 -3.662  -0.09
C: 1.725 -3.356 -4.958  -0.10
C: 0.500 -2.738 -5.156  -0.09
C: -0.268 -2.332 -4.072  -0.09
H: 0.089 -0.974 0.669  0.05
H: 1.339 -1.217 -0.483  0.08
H: -1.602 0.599 0.227  0.04
H: -1.221 2.087 -0.525  0.08
H: 0.373 -0.050 3.623  0.07
H: 2.244 -1.598 3.941  0.10
H: 4.262 -1.412 2.510  0.10
H: 4.365 0.327 0.745  0.10
H: 2.475 1.852 0.403  0.10
H: 2.304 3.533 2.036  0.09
H: 2.859 5.863 1.513  0.10
H: 1.177 7.347 0.465  0.10
H: -1.097 6.473 -0.004  0.10
H: -1.666 4.158 0.548  0.11
H: 0.203 3.143 -1.399  0.08
H: 1.573 4.192 -3.085  0.10
H: 3.223 2.873 -4.402  0.09
H: 3.425 0.434 -3.949  0.10
H: 2.049 -0.640 -2.284  0.08
H: -1.004 0.233 -3.161  0.10
H: -2.909 1.661 -3.751  0.10
H: -5.155 1.201 -2.805  0.11
H: -5.481 -0.727 -1.285  0.10
H: -3.590 -2.190 -0.741  0.09
H: 1.748 -3.405 -1.578  0.10
H: 3.114 -4.089 -3.491  0.10
H: 2.324 -3.666 -5.804  0.10
H: 0.136 -2.565 -6.161  0.10
H: -1.219 -1.846 -4.248  0.09
N: 1.767 -5.369 7.202  0.11
C: 1.244 -4.755 6.380  -0.21
C: 0.597 -3.989 5.349  -0.28
C: 0.839 -4.276 4.005  -0.08
C: 0.212 -3.521 3.024  -0.18
C: -0.666 -2.447 3.284  -0.25
C: -0.874 -2.222 4.661  -0.20
C: -0.274 -2.953 5.680  -0.07
H: 1.512 -5.086 3.747  0.10
H: 0.436 -3.789 1.991  0.07
H: -1.532 -1.413 4.987  0.07
H: -0.469 -2.732 6.724  0.10
F: -5.929 -0.105 2.894  0.12
B: -5.671 -0.169 1.529  -1.27
F: -6.524 0.634 0.786  0.13
F: -5.719 -1.512 1.086  0.08
F: -4.308 0.266 1.314  -0.09

=====

Record 2
Here is a structure of composition C23H50LaN2O2P3 at a distorted geometry from the Open Molecules 2025 dataset. Energies are from the ωB97M-V functional and the def2-TZVPD basis.

Frontier orbital gap (alpha / beta): 4.01 / 4.88 eV
LUMO energy (alpha / beta): -9.4 / -7.9 eV
Net charge: +2
Spin multiplicity: 1

Each line ends with the Löwdin charge.
CARTESIAN COORDINATES (ANGSTROEM)
La: -0.865 0.850 0.329  1.42
P: 0.800 3.205 -0.042  0.79
C: -0.496 4.248 -0.859  -0.24
C: -1.523 3.658 -1.785  -0.29
N: -2.067 2.438 -1.494  0.02
C: -3.242 2.069 -2.045  -0.29
C: -3.847 2.844 -3.026  0.02
C: -3.289 4.061 -3.398  0.01
C: -2.109 4.461 -2.771  0.02
C: -3.936 0.767 -1.659  -0.29
P: -3.815 0.109 0.089  0.76
H: -1.667 5.438 -2.953  0.13
H: -4.770 2.491 -3.464  0.13
H: -3.772 4.699 -4.134  0.13
H: -5.015 0.878 -1.839  0.10
H: -3.577 -0.038 -2.322  0.10
H: -1.059 4.562 0.164  0.06
H: -0.060 5.158 -1.291  0.12
H: -2.072 3.523 1.556  0.00
O: -1.681 4.624 1.394  -0.06
H: -2.379 5.305 1.229  0.12
H: 0.012 1.137 2.305  -0.07
O: -2.176 2.311 1.783  -0.46
H: -2.371 2.089 2.722  0.05
C: -5.077 1.164 0.881  -0.27
H: -6.067 0.927 0.476  0.06
H: -5.071 0.954 1.958  0.06
H: -4.840 2.222 0.718  0.05
C: -4.701 -1.484 -0.037  -0.27
H: -4.536 -2.021 0.910  0.05
H: -5.777 -1.318 -0.172  0.05
H: -4.306 -2.088 -0.866  0.05
C: 2.232 3.242 -1.162  -0.24
H: 2.831 4.147 -0.990  0.06
H: 2.837 2.352 -0.919  0.04
H: 1.879 3.188 -2.202  0.06
C: 1.323 4.346 1.307  -0.23
H: 1.914 3.754 2.020  0.06
H: 1.930 5.179 0.923  0.06
H: 0.429 4.737 1.814  0.04
C: 1.115 -4.667 0.770  -0.07
C: 0.468 -3.430 0.140  -0.60
C: 0.180 -3.699 -1.344  -0.08
C: -0.879 -3.177 0.821  -0.09
P: 1.582 -1.918 0.302  0.96
N: 0.643 -0.660 0.004  -0.42
C: 2.278 -1.690 2.033  -0.59
C: 3.392 -2.700 2.323  -0.06
C: 2.823 -0.253 2.169  -0.10
C: 1.157 -1.875 3.065  -0.09
C: 2.960 -2.000 -0.956  -0.61
C: 2.399 -1.582 -2.325  -0.09
C: 4.105 -1.037 -0.623  -0.08
C: 3.563 -3.411 -1.053  -0.07
H: 0.473 -5.531 0.552  0.11
H: 1.198 -4.592 1.858  0.07
H: 2.105 -4.892 0.366  0.07
H: -0.593 -4.473 -1.419  0.10
H: -0.205 -2.808 -1.844  0.08
H: 1.043 -4.074 -1.896  0.07
H: -0.814 -3.089 1.905  0.07
H: -1.346 -2.267 0.427  0.04
H: -1.538 -4.024 0.598  0.10
H: 4.255 -2.604 1.662  0.07
H: 3.751 -2.538 3.349  0.11
H: 3.046 -3.735 2.268  0.07
H: 2.147 0.467 1.700  0.00
H: 2.903 0.011 3.233  0.10
H: 3.811 -0.121 1.723  0.07
H: 0.302 -1.228 2.851  0.04
H: 0.818 -2.910 3.162  0.07
H: 1.545 -1.587 4.052  0.10
H: 1.802 -0.673 -2.227  0.06
H: 3.234 -1.386 -3.012  0.10
H: 1.771 -2.347 -2.785  0.07
H: 4.660 -1.320 0.272  0.07
H: 4.824 -1.069 -1.452  0.10
H: 3.756 -0.006 -0.528  0.07
H: 3.931 -3.775 -0.089  0.07
H: 2.880 -4.153 -1.472  0.07
H: 4.431 -3.359 -1.726  0.11

=====

Record 3
Here is a structure of composition C3H2O3 from the Open Molecules 2025 dataset. Energies are from the ωB97M-V functional and the def2-TZVPD basis.

Frontier orbital gap: 10.47 eV
LUMO energy: -0.1 eV
Spin multiplicity: 1

Each line ends with the Löwdin charge.
CARTESIAN COORDINATES (ANGSTROEM)
O: -0.346 1.088 -0.809  0.03
C: 0.011 0.869 0.429  -0.12
C: 0.852 -0.369 0.156  -0.28
O: 1.924 -0.839 0.363  0.16
C: -0.480 -0.664 -0.518  -0.13
O: -1.226 -0.438 0.533  0.03
H: -0.011 1.640 1.203  0.16
H: -0.803 -1.275 -1.363  0.16

=====

Record 4
Here is the molecule C5H8O2 from the Open Molecules 2025 dataset. Energies are from the ωB97M-V functional and the def2-TZVPD basis.

Frontier orbital gap: 9.60 eV
LUMO energy: 0.8 eV
Spin multiplicity: 1

Each line ends with the Löwdin charge.
CARTESIAN COORDINATES (ANGSTROEM)
C: 0.624 -1.184 -1.370  -0.05
C: 0.332 -0.109 -0.346  -0.29
C: 0.483 -0.388 1.161  -0.12
O: -0.856 0.065 1.447  -0.12
C: -1.102 0.338 0.042  -0.30
C: -1.058 1.804 -0.326  -0.02
O: -0.632 2.477 0.705  0.02
H: 0.156 -2.147 -1.145  0.08
H: 0.291 -0.854 -2.360  0.08
H: 1.709 -1.329 -1.424  0.08
H: 1.229 0.220 1.686  0.12
H: 0.609 -1.440 1.438  0.13
H: -1.977 -0.200 -0.337  0.15
H: 0.875 0.790 -0.662  0.13
H: -0.593 1.877 1.499  0.11

=====

Record 5
Here is a cluster of 2 separate species, C6H7Cl2NP in total at a distorted geometry from the Open Molecules 2025 dataset. Energies are from the ωB97M-V functional and the def2-TZVPD basis.

Frontier orbital gap: 5.69 eV
LUMO energy: -7.2 eV
Net charge: +1
Spin multiplicity: 1

Each line ends with the Löwdin charge.
CARTESIAN COORDINATES (ANGSTROEM)
C: 2.047 1.050 -0.670  -0.04
C: 0.960 1.909 -0.751  -0.04
C: 1.883 -0.217 -0.148  0.00
C: -0.265 1.431 -0.320  -0.15
C: 0.612 -0.623 0.277  -0.33
C: 0.373 -1.977 0.844  -0.03
N: -0.404 0.211 0.158  0.07
P: -3.473 -0.537 0.577  0.26
Cl: -4.269 -1.025 -1.156  0.29
Cl: -4.035 1.332 0.826  0.29
H: 3.018 1.373 -1.012  0.12
H: 1.055 2.911 -1.138  0.11
H: 2.711 -0.902 -0.063  0.12
H: -1.161 2.036 -0.356  0.09
H: 0.249 -2.697 0.035  0.09
H: 1.223 -2.295 1.443  0.09
H: -0.525 -1.981 1.454  0.06

=====

Record 6
Here is a structure of composition C22H30F2IrNO3 at a distorted geometry from the Open Molecules 2025 dataset. Energies are from the ωB97M-V functional and the def2-TZVPD basis.

Frontier orbital gap (alpha / beta): 6.25 / 7.80 eV
LUMO energy (alpha / beta): -4.1 / -3.5 eV
Net charge: +1
Spin multiplicity: 2

Each line ends with the Löwdin charge.
CARTESIAN COORDINATES (ANGSTROEM)
Ir: -0.128 -0.313 -0.472  1.19
C: -1.495 2.356 -2.437  -0.08
O: -1.451 0.944 -2.368  -0.27
C: -2.705 0.332 -2.605  -0.18
C: -2.428 -1.150 -2.861  -0.15
O: -1.762 -1.775 -1.776  -0.22
C: -2.523 -2.614 -0.925  -0.16
C: -3.042 -1.933 0.344  -0.18
O: -1.921 -1.479 1.079  -0.28
C: -2.194 -1.215 2.445  -0.09
H: -1.822 2.679 -3.430  0.10
H: -2.171 2.775 -1.686  0.10
H: -0.483 2.707 -2.252  0.08
H: -3.372 0.479 -1.743  0.13
H: -3.179 0.761 -3.499  0.14
H: -3.355 -1.677 -3.109  0.14
H: -1.738 -1.217 -3.710  0.14
H: -3.361 -3.058 -1.472  0.14
H: -1.834 -3.405 -0.616  0.14
H: -3.714 -1.093 0.111  0.13
H: -3.603 -2.677 0.924  0.14
H: -2.317 -2.150 3.002  0.11
H: -1.336 -0.664 2.830  0.09
H: -3.102 -0.615 2.569  0.10
F: -3.098 3.212 2.492  0.09
C: -1.906 2.978 1.925  -0.26
C: -1.717 1.801 1.220  -0.05
C: -0.502 1.530 0.612  -0.16
C: 0.531 2.498 0.646  -0.13
C: 0.301 3.663 1.390  -0.20
F: 1.239 4.621 1.484  0.08
C: -0.893 3.912 2.041  0.09
C: 1.724 2.260 -0.172  -0.21
C: 2.892 3.024 -0.123  0.02
C: 3.935 2.743 -0.988  -0.02
C: 3.813 1.685 -1.879  -0.04
C: 2.636 0.956 -1.866  -0.12
N: 1.634 1.235 -1.045  0.03
H: -2.555 1.123 1.148  0.10
H: -1.032 4.825 2.594  0.14
H: 2.998 3.827 0.586  0.11
H: 4.833 3.343 -0.964  0.12
H: 4.609 1.431 -2.561  0.11
H: 2.495 0.120 -2.537  0.12
C: 1.183 -2.976 2.057  -0.04
C: 2.061 -2.311 0.972  -0.69
C: 2.695 -1.053 1.583  -0.06
C: 3.161 -3.309 0.562  -0.05
C: 1.211 -1.999 -0.200  -0.02
H: 1.797 -3.262 2.905  0.09
H: 0.706 -3.864 1.654  0.09
H: 0.414 -2.285 2.390  0.06
H: 3.174 -1.289 2.531  0.09
H: 1.925 -0.299 1.761  0.06
H: 3.446 -0.633 0.919  0.08
H: 3.825 -3.496 1.403  0.09
H: 3.750 -2.919 -0.264  0.08
H: 2.724 -4.258 0.259  0.09
H: 1.025 -2.828 -0.876  0.05